C18H32AgBr4Cl3F6FeNO7S2 | ωB97M-V with the def2-TZVPD basis set

Kohn-Sham gap (alpha / beta), eV: 5.05 / 8.44
<S²>: 8.757
E_HOMO (alpha / beta), eV: -5.851 / -9.351

```
! wB97M-V def2-TZVPD RIJCOSX def2/J DEFGRID3
* xyz 0 6
Ag 3.37878 -0.39430 0.75572
Fe 0.99536 2.86831 2.28106
C -0.60914 0.92031 -0.67413
C 0.95450 1.06463 -0.56102
C 1.51508 2.02365 -1.63091
O 1.47210 1.42856 0.74423
H -0.94422 0.21133 0.08294
H -0.94599 0.55476 -1.64418
H -1.04062 1.91662 -0.57765
H 1.36242 0.07376 -0.76072
H 0.91490 2.92721 -1.73804
H 1.41510 1.51673 -2.59067
H 2.55270 2.26283 -1.39802
C -2.60536 5.13779 3.21578
F -3.87056 5.49873 3.02021
F -1.77423 6.16140 2.96066
F -2.49978 4.86686 4.50690
S -2.11601 3.54895 2.11539
O -3.33621 2.82869 1.84989
O -1.41624 4.07643 0.95541
N -0.83573 2.75729 3.05074
S -1.54498 2.04248 4.21686
O -0.80381 2.28388 5.48156
O -2.99247 2.10187 4.36959
C -1.12434 0.21294 3.70080
F -1.53304 -0.62510 4.67562
F -1.77290 -0.09718 2.61292
F 0.20531 0.16081 3.49655
C -1.38293 -0.25518 -5.30810
Cl -2.42033 -0.80910 -3.95560
Cl -0.99610 -1.64006 -6.33051
Cl 0.04144 0.56380 -4.68693
H -1.95134 0.52329 -5.81701
C 2.25925 -3.82834 3.31159
C 0.99904 -3.27986 2.74376
C 1.46684 -2.59173 1.52124
O 2.84862 -2.25295 1.71972
C 3.18551 -2.65537 3.02470
H 2.54619 -4.72803 2.76724
H 2.26512 -4.00250 4.38757
H 0.67280 -2.48367 3.41289
H 0.25637 -4.05900 2.57203
H 0.88408 -1.71649 1.23410
H 1.19164 -3.25695 0.70278
H 2.92215 -1.84253 3.70147
H 4.25384 -2.81365 3.17209
C 2.34927 -3.51468 -2.12352
C 2.43426 -2.36506 -3.06082
C 3.53444 -1.39783 -2.51424
O 3.63198 -1.83957 -1.19407
C 3.46753 -3.25958 -1.10453
H 2.41909 -4.49306 -2.59891
H 1.35201 -3.54776 -1.68480
H 1.51847 -1.77998 -2.97644
H 2.42632 -2.63745 -4.11620
H 3.31429 -0.36058 -2.76672
H 4.49207 -1.46752 -3.03018
H 3.23279 -3.71436 -0.14215
H 4.45635 -3.65684 -1.33371
Br -0.65776 5.64160 -3.75656
C -1.40900 4.96621 -1.98616
C -2.86728 4.43262 -2.09241
Br -2.86764 2.72648 -3.11059
H -1.24650 5.82357 -1.33300
H -0.73325 4.19805 -1.61015
H -3.51474 5.09340 -2.66883
H -3.34294 4.25274 -1.12831
Br -4.63015 -0.88199 -0.68122
C -3.75787 -2.63732 -0.68114
C -2.30523 -2.41640 -0.44516
Br -1.51318 -4.21226 -0.40144
H -3.91595 -3.15088 -1.62949
H -4.20931 -3.14526 0.17111
H -1.96213 -1.99809 0.50110
H -1.73873 -1.86012 -1.19197
*
```